[1]
ORCA calculation (ωB97M-V with the def2-TZVPD basis set) on C10H30NO3Ta as an isolated structure.

Values from the calculation:
- Highest occupied orbital energy: -6.978 eV

Geometry (Å):
1 C 4.7169 -3.3661 2.4649
2 C 4.1894 -2.5588 1.2679
3 O 3.7401 -1.2541 1.5933
4 C 2.5106 -1.2317 2.3074
5 C 1.2826 -1.5377 1.4180
6 Ta 0.0259 -3.3364 2.1140
7 H 5.7556 -3.6378 2.3115
8 H 4.1148 -4.2492 2.6406
9 H 4.6811 -2.7420 3.3509
10 H 3.4117 -3.1330 0.7595
11 H 4.9903 -2.4200 0.5467
12 H 2.4076 -0.2163 2.6834
13 H 2.5494 -1.8775 3.1826
14 H 0.6948 -0.6306 1.2897
15 H 1.6687 -1.7759 0.4255
16 H 0.6538 -4.3771 0.6926
17 H 1.2926 -3.9791 3.3046
18 H -0.7321 -2.3976 3.5200
19 H -1.4052 -2.7214 1.0796
20 H -1.0879 -4.7690 2.5366
21 C -3.6744 4.8486 -2.3375
22 O -2.8178 4.0950 -3.1964
23 C -1.5046 3.8429 -2.7391
24 C -1.2943 2.3434 -2.6860
25 N -2.3325 1.7193 -1.8080
26 C -2.1683 1.8824 -0.3257
27 C -1.0547 0.9712 0.1389
28 O -1.4048 -0.3348 -0.2173
29 C -0.6086 -0.9772 -1.2118
30 H -4.0812 5.6893 -2.8960
31 H -4.5090 4.2231 -2.0075
32 H -3.1464 5.2293 -1.4619
33 H -1.3221 4.3146 -1.7708
34 H -0.7865 4.2609 -3.4472
35 H -0.3072 2.0683 -2.3229
36 H -1.4451 1.9162 -3.6756
37 H -2.3795 0.7096 -1.9813
38 H -3.2337 2.0972 -2.1110
39 H -3.1107 1.5566 0.1106
40 H -2.0044 2.9324 -0.0876
41 H -0.9767 1.0477 1.2270
42 H -0.0832 1.2586 -0.2754
43 H 0.2599 -0.3763 -1.4948
44 H -1.2206 -1.1820 -2.1012
45 H -0.2541 -1.9249 -0.8108

Löwdin population analysis, charges in e, atoms 1 to 4: number 1, C, carries -0.073; number 2, C, carries -0.278; number 3, O, carries -0.182; number 4, C, carries -0.340


[2]
ORCA calculation (ωB97M-V with the def2-TZVPD basis set) on C10H30O10 as an isolated structure in a non-equilibrium geometry.

Values from the calculation:
- Highest occupied orbital energy: -9.001 eV

Geometry (Å):
1 C 11.5826 -18.6584 23.6073
2 C 12.2617 -18.8018 22.2556
3 O 11.4214 -19.0156 21.2263
4 O 11.0942 -19.9085 24.0902
5 H 10.7631 -17.9401 23.6311
6 H 12.3348 -18.3526 24.3345
7 H 13.0767 -19.5205 22.3419
8 H 12.7665 -17.8638 22.0246
9 H 10.8969 -19.7738 21.4937
10 H 11.1252 -19.9239 25.0496
11 C 9.2777 -21.3326 22.4762
12 C 9.5158 -22.8043 22.7521
13 O 10.7007 -22.9762 23.5001
14 O 10.4509 -20.6535 22.0753
15 H 9.0665 -20.9037 23.4558
16 H 8.4269 -21.0734 21.8461
17 H 9.6125 -23.3091 21.7909
18 H 8.5959 -23.0891 23.2627
19 H 11.3427 -22.4452 23.0232
20 H 10.9069 -20.3215 22.8521
21 C 10.4165 -24.9848 22.3529
22 C 10.0260 -26.4504 22.6391
23 O 9.7129 -26.9692 21.4073
24 O 11.7280 -24.8495 21.9251
25 H 10.2607 -24.4439 23.2863
26 H 9.7487 -24.5315 21.6203
27 H 9.1667 -26.5127 23.3067
28 H 10.8303 -26.9729 23.1571
29 H 10.4176 -26.7149 20.8070
30 H 12.0451 -24.0036 22.2500
31 C 13.0252 -22.9546 21.6483
32 C 12.0146 -22.8267 20.5538
33 O 12.5408 -22.7440 19.2205
34 O 12.3981 -22.7287 22.9393
35 H 13.8716 -22.2685 21.6792
36 H 13.4293 -23.9662 21.6854
37 H 11.4453 -21.9142 20.7304
38 H 11.2307 -23.5666 20.7153
39 H 11.8608 -23.0054 18.5953
40 H 13.0215 -23.0428 23.5984
41 C 9.1213 -21.9487 25.6840
42 C 8.8173 -20.3917 25.7157
43 O 7.4308 -20.1740 26.0053
44 O 10.5079 -22.2091 25.4306
45 H 8.5147 -22.5404 24.9984
46 H 8.8915 -22.3255 26.6806
47 H 8.8654 -19.8109 24.7946
48 H 9.5858 -19.9653 26.3605
49 H 7.2834 -20.2413 26.9515
50 H 10.5746 -22.5716 24.5442

Löwdin population analysis, charges in e, atoms 1 to 4: number 1, C, carries -0.147; number 2, C, carries -0.290; number 3, O, carries -0.025; number 4, O, carries -0.093


[3]
ORCA calculation (ωB97M-V with the def2-TZVPD basis set) on C10H30O13P3Pb as an isolated structure in a non-equilibrium geometry.

Values from the calculation:
- Highest occupied orbital energy: -11.851 eV
- Net charge: +1

Geometry (Å):
1 Pb -2.1833 6.3714 1.5443
2 C -1.4321 2.8464 0.1764
3 O -1.4320 4.1701 0.6581
4 H -0.9743 2.7503 -0.8082
5 H -0.9405 2.1291 0.8335
6 H -2.4523 2.4780 0.0693
7 C 4.5602 -0.5532 -1.8693
8 O 4.1448 0.1133 -3.1290
9 P 4.2668 1.7562 -3.3203
10 O 4.1839 2.0886 -4.7390
11 O 3.2256 2.5063 -2.2513
12 C 1.8430 2.1995 -2.4432
13 O 5.7119 2.0902 -2.6403
14 C 6.5296 3.2345 -2.9732
15 H 5.3763 -1.2612 -2.0137
16 H 3.7685 -1.0290 -1.2906
17 H 4.8652 0.2228 -1.1671
18 H 1.1840 2.9574 -2.0197
19 H 1.6056 1.2885 -1.8938
20 H 1.6555 2.1235 -3.5143
21 H 7.4194 3.3220 -2.3497
22 H 5.9493 4.1070 -2.6730
23 H 6.6919 3.1672 -4.0489
24 C -3.8256 -3.9823 -1.6689
25 O -3.2515 -2.6613 -1.5777
26 P -2.4971 -1.9254 -2.7849
27 O -2.2428 -2.8414 -3.9471
28 O -3.6735 -0.9494 -3.2008
29 C -4.1841 0.2062 -2.5413
30 O -1.2311 -1.1295 -2.1287
31 C -0.1531 -0.7892 -2.9618
32 H -4.8182 -4.1041 -1.2353
33 H -3.2828 -4.7157 -1.0726
34 H -3.8270 -4.3941 -2.6781
35 H -4.0216 1.0086 -3.2609
36 H -3.6411 0.4898 -1.6397
37 H -5.2572 0.3060 -2.3779
38 H -0.3912 0.1879 -3.3821
39 H -0.0171 -1.4683 -3.8035
40 H 0.8293 -0.5394 -2.5610
41 C -3.4288 -1.3557 5.5021
42 O -2.0192 -1.5745 5.6278
43 P -0.9314 -1.8355 4.4044
44 O -1.3375 -2.3107 3.0472
45 O -0.1530 -0.3768 4.4273
46 C -0.1930 0.5349 3.3408
47 O 0.1470 -2.8331 5.2783
48 C 0.4297 -2.6600 6.6386
49 H -3.9969 -2.2041 5.1205
50 H -3.7669 -0.6106 4.7819
51 H -3.8779 -1.1614 6.4761
52 H -0.9122 1.3311 3.5325
53 H -0.3354 0.1237 2.3414
54 H 0.7487 1.0839 3.3430
55 H 0.0879 -1.7125 7.0551
56 H 1.5183 -2.7162 6.6372
57 H -0.0605 -3.4998 7.1311

Löwdin population analysis, charges in e, atoms 1 to 4: number 1, Pb, carries 1.571; number 2, C, carries -0.211; number 3, O, carries -0.577; number 4, H, carries 0.072


[4]
ORCA calculation (ωB97M-V with the def2-TZVPD basis set) on C10H30O5PbS5 as an isolated structure in a non-equilibrium geometry.

Values from the calculation:
- Highest occupied orbital energy: -14.315 eV
- Net charge: +2

Geometry (Å):
1 Pb 17.2977 7.1883 17.0399
2 C 21.1272 7.6986 13.8850
3 S 19.3907 7.0525 13.7671
4 O 18.7362 7.0362 15.1461
5 C 18.6629 8.4665 12.8631
6 H 21.6439 7.3492 14.7789
7 H 21.1729 8.7867 13.9284
8 H 21.6447 7.3193 13.0038
9 H 18.9064 9.3997 13.3710
10 H 17.5915 8.3020 12.9776
11 H 18.9554 8.5096 11.8139
12 C 21.3555 9.4735 17.7220
13 S 21.0345 7.6664 17.6650
14 O 19.5525 7.4707 17.8974
15 C 21.8478 7.1481 19.3442
16 H 21.2537 9.7443 16.6711
17 H 22.2803 9.7477 18.2296
18 H 20.5665 9.9640 18.2921
19 H 21.6110 7.9007 20.0963
20 H 22.9047 6.8868 19.3974
21 H 21.3354 6.2165 19.5843
22 C 13.6216 9.6964 15.5223
23 S 14.9655 8.8692 14.5185
24 O 16.1193 8.4670 15.4196
25 C 14.1673 7.2802 14.1229
26 H 13.4920 9.2165 16.4924
27 H 12.6303 9.8796 15.1078
28 H 14.0471 10.6544 15.8212
29 H 14.9567 6.5697 13.8776
30 H 13.5523 7.4489 13.2389
31 H 13.6283 7.0021 15.0286
32 C 16.1483 4.3754 20.2869
33 S 15.1323 5.8571 20.0897
34 O 15.9220 6.6902 19.1318
35 C 13.6421 5.1480 19.2245
36 H 16.3569 4.1211 19.2477
37 H 15.6126 3.5083 20.6732
38 H 17.1003 4.5842 20.7750
39 H 13.9526 4.9622 18.1963
40 H 12.9052 5.9460 19.1335
41 H 13.2602 4.2394 19.6900
42 C 20.1307 4.3153 16.4151
43 S 19.5522 4.1757 18.1954
44 O 18.3808 5.1648 18.3389
45 C 18.6743 2.5567 17.9667
46 H 19.2689 4.2307 15.7532
47 H 20.5847 3.3769 16.0968
48 H 20.5825 5.2450 16.0692
49 H 18.1689 2.5474 17.0010
50 H 17.9067 2.3371 18.7088
51 H 19.4827 1.8303 18.0506

Löwdin population analysis, charges in e, atoms 1 to 4: number 1, Pb, carries 1.670; number 2, C, carries -0.211; number 3, S, carries 0.928; number 4, O, carries -0.761


[5]
ORCA calculation (ωB97M-V with the def2-TZVPD basis set) on C10H31AsF6O5 as an isolated structure in a non-equilibrium geometry.

Values from the calculation:
- Highest occupied orbital energy: -10.485 eV

Geometry (Å):
1 O -10.0063 4.7766 -11.0299
2 H -9.1578 4.7160 -11.5388
3 H -10.4396 3.8762 -11.0106
4 H -9.8720 5.1593 -10.1357
5 As -9.3848 3.7052 -14.9360
6 F -11.0379 3.8845 -15.3868
7 F -9.8441 2.3524 -13.9428
8 F -7.7538 3.5145 -14.3341
9 F -8.9114 5.0703 -15.8395
10 F -9.6374 4.7609 -13.5562
11 F -9.1084 2.6908 -16.2679
12 C -6.4558 7.4871 -12.3958
13 C -6.9885 7.0962 -11.0245
14 C -6.5842 8.0599 -9.9267
15 O -8.4054 6.9106 -11.0678
16 H -5.3888 7.6946 -12.3717
17 H -6.9762 8.3858 -12.7657
18 H -6.7237 6.7439 -13.1486
19 H -6.5839 6.0919 -10.8597
20 H -5.5730 7.8892 -9.5511
21 H -7.2319 7.9465 -9.0569
22 H -6.6391 9.0857 -10.3009
23 H -8.8127 7.7019 -11.4367
24 C -6.6744 2.5030 -9.9356
25 C -6.7753 2.7061 -11.4299
26 C -7.3658 1.5102 -12.1480
27 O -7.6137 3.8590 -11.6686
28 H -5.8631 1.8243 -9.6776
29 H -7.6223 2.1207 -9.5450
30 H -6.4593 3.4488 -9.4278
31 H -5.7834 2.9125 -11.8474
32 H -8.4431 1.4840 -11.9882
33 H -6.9679 0.5725 -11.7419
34 H -7.1224 1.5363 -13.2039
35 H -7.6784 3.9564 -12.6330
36 C -8.2470 5.4636 -7.6848
37 C -9.2924 4.3586 -7.7231
38 C -9.7053 3.9444 -6.3268
39 O -10.4585 4.8070 -8.4461
40 H -7.4503 5.1913 -6.9819
41 H -8.6649 6.4081 -7.3335
42 H -7.7260 5.5853 -8.6355
43 H -8.8779 3.5189 -8.2818
44 H -10.5374 3.2424 -6.3245
45 H -10.0634 4.8398 -5.8028
46 H -8.8672 3.5469 -5.7571
47 H -10.8190 5.5913 -8.0172
48 C -11.3429 1.3856 -10.5316
49 O -11.0296 2.4801 -11.3986
50 H -10.5826 0.6104 -10.6601
51 H -11.3846 1.7221 -9.5003
52 H -12.2998 0.9207 -10.7754
53 H -11.4207 2.3061 -12.2606

Löwdin population analysis, charges in e, atoms 1 to 4: number 1, O, carries 0.166; number 2, H, carries 0.085; number 3, H, carries 0.081; number 4, H, carries 0.100


[6]
ORCA calculation (ωB97M-V with the def2-TZVPD basis set) on a 3-piece molecular cluster, C10H31B2N2O8 overall in a non-equilibrium geometry.

Values from the calculation:
- Highest occupied orbital energy: -10.494 eV
- Net charge: +1

Geometry (Å):
1 C -2.2353 2.4897 -2.8095
2 N -1.4019 3.4943 -2.1055
3 C 0.0000 3.0360 -1.9734
4 B -1.6715 4.7897 -2.5093
5 O -2.6302 5.2471 -3.3471
6 N -0.8721 5.9586 -1.7457
7 O 0.5144 6.0247 -2.0125
8 B 0.9148 7.0946 -2.8560
9 O 2.2143 7.4286 -2.8561
10 O -0.0991 7.7645 -3.4827
11 H -3.2897 2.7225 -2.6837
12 H -2.0006 2.4465 -3.8750
13 H -2.0391 1.5122 -2.3722
14 H -0.0013 1.9557 -1.8351
15 H 0.5921 3.2778 -2.8572
16 H 0.4852 3.4850 -1.1064
17 H -2.3870 5.7305 -4.1403
18 H -0.9330 5.8092 -0.7359
19 H -1.3025 6.8632 -1.9649
20 H 2.8824 6.7737 -3.0677
21 H -0.0288 7.8842 -4.4320
22 C -0.0467 -0.4448 -0.0158
23 O 0.3788 -0.5232 -1.3686
24 C 1.7064 -1.0094 -1.5178
25 C 1.7568 -2.4970 -1.8030
26 O 1.2288 -3.2585 -0.7368
27 C -0.1175 -3.6628 -0.9273
28 H -1.1349 -0.3921 -0.0162
29 H 0.2623 -1.3197 0.5570
30 H 0.3544 0.4537 0.4685
31 H 2.2925 -0.7847 -0.6202
32 H 2.1581 -0.4761 -2.3596
33 H 2.8051 -2.7833 -1.9284
34 H 1.2333 -2.7238 -2.7379
35 H -0.1599 -4.5526 -1.5630
36 H -0.7247 -2.8744 -1.3774
37 H -0.5284 -3.9069 0.0512
38 C -0.6986 -2.9368 5.3310
39 O -0.2575 -3.0708 3.9912
40 C 1.0820 -3.5231 3.8714
41 C 1.1740 -5.0161 3.6332
42 O 0.6695 -5.7711 4.7175
43 C -0.6656 -6.2102 4.5457
44 H -1.7866 -2.8970 5.3136
45 H -0.3821 -3.7809 5.9464
46 H -0.3182 -2.0106 5.7757
47 H 1.6578 -3.2464 4.7611
48 H 1.5165 -3.0031 3.0119
49 H 2.2280 -5.2837 3.5140
50 H 0.6555 -5.2813 2.7048
51 H -0.7051 -7.0914 3.8964
52 H -1.2977 -5.4270 4.1213
53 H -1.0471 -6.4833 5.5282

Löwdin population analysis, charges in e, atoms 1 to 4: number 1, C, carries -0.019; number 2, N, carries -0.046; number 3, C, carries -0.018; number 4, B, carries -0.552


[7]
ORCA calculation (ωB97M-V with the def2-TZVPD basis set) on C10H31MgO6S5 as an isolated structure in a non-equilibrium geometry.

Values from the calculation:
- Highest occupied orbital energy: -10.441 eV
- Net charge: +1

Geometry (Å):
1 Mg 0.2685 -9.7072 31.2282
2 O 1.0783 -9.9948 29.6165
3 H 1.9505 -9.6759 29.3132
4 C -0.9322 -12.9061 29.2040
5 S -2.0350 -11.7041 30.1676
6 O -1.1479 -10.9258 31.0931
7 C -2.5993 -10.6025 28.7196
8 H -0.2367 -13.5077 29.7893
9 H -0.3622 -12.3685 28.4462
10 H -1.5983 -13.5759 28.6601
11 H -3.5779 -10.9326 28.3710
12 H -1.9065 -10.6358 27.8788
13 H -2.7587 -9.5852 29.0769
14 C 3.7368 -7.4137 32.9651
15 S 1.9050 -7.1987 32.8791
16 O 1.3949 -8.2599 31.8875
17 C 1.6883 -7.5374 34.7208
18 H 4.0246 -8.2308 33.6266
19 H 4.3134 -6.5482 33.2914
20 H 4.0951 -7.5511 31.9448
21 H 2.4013 -6.9124 35.2585
22 H 2.0450 -8.5317 34.9895
23 H 0.7157 -7.2071 35.0858
24 C 3.0444 -11.9574 30.9281
25 S 2.3464 -11.6945 32.6899
26 O 1.0273 -10.9818 32.4838
27 C 2.0453 -13.3965 33.3922
28 H 3.2336 -10.9372 30.5942
29 H 2.3947 -12.6174 30.3533
30 H 4.0294 -12.4241 30.9194
31 H 1.1200 -13.7861 32.9680
32 H 1.9134 -13.2681 34.4665
33 H 2.8437 -14.1202 33.2278
34 C -3.3211 -9.1384 32.6482
35 S -1.9050 -8.8084 33.7393
36 O -0.7276 -9.3227 32.8839
37 C -1.8437 -6.8880 33.8436
38 H -3.2913 -10.0574 32.0629
39 H -3.4014 -8.2935 31.9642
40 H -4.1918 -9.1736 33.3030
41 H -1.1781 -6.6041 34.6587
42 H -2.8629 -6.5147 33.9440
43 H -1.3867 -6.4808 32.9417
44 C -1.0907 -5.6351 29.4186
45 S -0.3895 -7.3632 29.1907
46 O -0.7400 -8.3117 30.3742
47 C -1.4339 -7.6880 27.6708
48 H -0.9543 -5.0066 28.5385
49 H -0.6484 -4.9844 30.1729
50 H -2.1615 -5.7240 29.6016
51 H -2.4746 -7.7785 27.9822
52 H -1.0863 -8.5885 27.1645
53 H -1.2797 -6.8817 26.9537

Löwdin population analysis, charges in e, atoms 1 to 4: number 1, Mg, carries 0.169; number 2, O, carries -0.383; number 3, H, carries -0.022; number 4, C, carries -0.196


[8]
ORCA calculation (ωB97M-V with the def2-TZVPD basis set) on a 7-piece molecular cluster, C10H33BrNO9 overall in a non-equilibrium geometry.

Values from the calculation:
- Highest occupied orbital energy: -6.112 eV
- Net charge: -1

Geometry (Å):
1 Br -0.2498 0.0776 -0.5542
2 C -0.2948 -2.1596 3.1302
3 C 0.6994 -1.0829 3.7421
4 C 1.3610 -1.7469 5.0365
5 O 2.4238 -1.0320 5.5130
6 C 3.0094 -1.5931 6.6832
7 N 1.6229 -0.7144 2.6546
8 H -1.1626 -2.2469 3.7839
9 H 0.2352 -3.1077 3.0394
10 H -0.7748 -1.8255 2.2104
11 H 0.2688 -0.1029 3.9477
12 H 1.7037 -2.7655 4.8542
13 H 0.5584 -1.7312 5.7739
14 H 3.6424 -2.4478 6.4450
15 H 2.2017 -1.8812 7.3561
16 H 3.6442 -0.8972 7.2317
17 H 1.1190 -0.1328 2.0005
18 H 2.2810 -0.0205 2.9795
19 O -0.4796 -3.4833 -0.0807
20 H -0.3855 -2.5783 -0.3780
21 H -1.4041 -3.5639 0.1539
22 O 2.4136 -2.0302 -1.4319
23 H 3.1469 -1.7342 -1.9713
24 H 1.9496 -1.2269 -1.1961
25 C 2.4627 0.3609 -5.4307
26 C 1.4595 -0.0835 -4.3119
27 O 1.3814 0.9872 -3.3851
28 O 3.8045 0.2180 -5.0527
29 H 2.3813 1.4341 -5.6028
30 H 2.3359 -0.1717 -6.3732
31 H 1.7966 -0.9614 -3.7607
32 H 0.4863 -0.3395 -4.7308
33 H 0.9122 0.6626 -2.6130
34 H 4.3251 0.9980 -5.2581
35 C -3.2666 1.5826 1.6401
36 C -2.2031 0.8414 2.4913
37 O -0.9819 1.4480 2.3635
38 O -3.3032 1.1084 0.3832
39 H -3.0032 2.6397 1.6066
40 H -4.2960 1.4719 1.9808
41 H -2.1327 -0.1847 2.1304
42 H -2.4280 0.7349 3.5525
43 H -0.6887 1.1482 1.4999
44 H -2.3833 1.0328 0.1191
45 C -1.7070 2.6770 -4.1524
46 C -3.0415 2.9108 -4.8656
47 O -3.6435 1.6340 -4.9819
48 O -1.9582 2.1496 -2.8368
49 H -1.2320 3.6421 -3.9765
50 H -0.9727 2.0433 -4.6499
51 H -2.9590 3.4904 -5.7850
52 H -3.6667 3.5824 -4.2773
53 H -3.7928 1.3685 -4.0716
54 H -1.2150 1.6015 -2.5746

Löwdin population analysis, charges in e, atoms 1 to 4: number 1, Br, carries 0.235; number 2, C, carries -0.056; number 3, C, carries -0.362; number 4, C, carries -0.233